Density functional theory data (the ωB97M-V functional and the def2-TZVPD basis) for an isolated molecule of C2H6N4O.

Geometry (Å):
C: 0.425787 -0.783141 0.008261
C: -0.437323 0.475534 0.287642
N: -1.700890 -1.505604 -0.153366
N: -0.450470 -1.865355 0.077100
N: -1.786336 -0.044044 0.048790
N: -0.210748 1.646029 -0.513678
O: -2.778234 0.695343 0.100500
H: 1.030423 -0.844333 -0.880330
H: 1.152708 -0.916561 0.795092
H: -0.628270 0.762022 1.390240
H: -0.281318 -2.757648 -0.283335
H: -0.588261 1.635904 -1.428293
H: -0.644905 2.470699 -0.095096

Force components x, y, z for each atom (eV/Å):
C 2.1 1.3 1.2
C -1.0 0.5 0.6
N -3.5 4.6 0.4
N -1.6 0.4 1.0
N 0.9 -5.5 -1.2
N 0.9 0.9 1.6
O -0.2 -0.8 -0.2
H -0.1 0.9 -0.9
H 0.4 0.3 0.4
H 1.6 -0.2 -1.4
H 0.7 -1.2 -0.7
H -0.3 -0.8 -1.1
H 0.3 -0.5 0.2

Results
Spin multiplicity: 1
Energy relative to the best compared isomer or geometry (same formula, charge and spin) in kcal per mole: 128.1

Atomic partial charges in e from the Löwdin method, atoms 1 to 5: -0.14 -0.32 0.12 -0.10 -0.27